[1]
Below is 5 unconnected molecules or ions with the total composition C14H43BO7P in a non-equilibrium geometry, with properties calculated with ωB97M-V/def2-TZVPD.

M (g/mol): 365.3
Total charge: -1
HOMO (eV): -2.946

Structure (XYZ):
```
66
Properties=species:S:1:pos:R:3:forces:R:3:mulliken_charge:R:1
C -4.600 1.770 0.857 -0.0105 -0.8090 -0.0630 -0.701
C -3.159 0.936 0.985 -0.0937 0.3639 -1.0211 0.445
O -2.849 0.512 2.359 -0.0033 -1.2696 -1.4138 -0.487
B -2.240 -0.830 2.413 -2.8865 -0.0315 1.3123 0.509
O -3.031 -1.875 3.155 -0.1387 0.6157 -2.5485 -0.706
P -0.601 -1.392 1.603 1.5970 -0.3061 -0.3212 0.963
C 0.452 -0.043 2.437 0.8020 1.4376 1.6420 -1.054
C 0.381 1.443 1.766 1.1780 0.4276 1.1674 -0.311
C 0.881 1.555 0.213 -0.9386 1.2164 -0.3341 -0.513
O 1.429 0.324 -0.371 -1.8430 1.0971 -1.6487 -0.050
C 1.030 0.247 -1.815 0.5429 0.3867 -0.3136 -0.592
H -5.096 1.972 1.916 1.2780 -0.3420 -2.2380 0.245
H -4.451 2.765 0.226 -0.3805 -2.1837 1.5301 0.033
H -5.333 1.062 0.262 1.2879 1.5612 1.1804 0.232
H -3.194 -0.030 0.292 0.0451 2.1626 1.2939 0.175
H -2.327 1.660 0.537 -1.4911 -1.6447 1.1133 -0.229
H -3.340 -2.584 2.489 1.1630 1.6847 1.6333 0.287
H -0.891 -0.586 0.427 0.0098 0.5874 -0.5102 -0.436
H 0.627 -1.880 0.972 0.2280 -0.2245 -0.3578 -0.194
H -0.350 -2.315 2.717 0.1341 -0.0724 0.5406 -0.232
H -1.282 -2.500 0.952 -0.9797 -0.8447 -0.3740 -0.318
H 1.560 -0.471 2.553 -2.1181 1.0717 -0.4664 0.223
H 0.057 0.072 3.556 0.7555 -0.0733 -2.0737 0.264
H 1.125 2.132 2.399 -1.5232 -1.2761 -1.3070 0.233
H -0.693 1.922 1.957 2.2677 -1.2413 -0.7790 0.157
H 1.693 2.410 0.087 -1.4491 -1.6149 0.3669 0.301
H -0.060 1.931 -0.415 1.9261 -0.9453 1.1168 0.237
H 1.287 -0.793 -2.303 -0.2802 2.0484 1.4221 0.085
H -0.121 0.417 -1.981 2.1621 -0.2282 0.6107 0.276
H 1.653 1.093 -2.378 -1.4129 -1.7322 0.9012 0.228
C 4.394 -0.624 0.542 -0.2558 0.1001 0.2208 -0.019
C 5.431 0.294 1.155 -0.2525 -0.3110 -0.3946 -0.365
O 6.693 -0.356 1.192 0.7271 -0.0930 -0.1363 -0.537
H 4.312 -1.552 1.118 -0.0209 0.1798 0.0035 0.277
H 3.414 -0.140 0.511 0.0691 -0.2163 -0.1142 -0.178
H 4.680 -0.906 -0.477 -0.0299 0.1241 -0.0571 -0.061
H 5.152 0.555 2.180 0.2095 -0.0823 -0.0982 0.319
H 5.528 1.218 0.578 -0.1687 0.1352 0.0522 0.253
H 6.935 -0.577 0.276 -0.2048 0.0979 0.5388 0.293
C -0.929 -5.633 2.678 0.0247 -0.0315 0.2350 -0.790
C -0.931 -5.801 1.172 -0.0938 0.4234 0.1992 -0.215
O -2.208 -5.467 0.648 -0.3782 -0.0535 -0.1494 -0.600
H -1.692 -6.271 3.137 0.1000 -0.0695 -0.0998 0.298
H 0.047 -5.891 3.098 -0.0476 0.0762 0.0415 0.290
H -1.170 -4.601 2.953 0.2079 0.0000 -0.0885 0.132
H -0.712 -6.839 0.903 -0.1905 0.0751 -0.1137 0.313
H -0.180 -5.157 0.705 0.1363 -0.0431 0.1125 0.239
H -2.389 -4.541 0.886 0.3488 -0.2141 -0.1803 0.290
C -5.150 6.555 -2.252 -0.1527 0.1917 -0.1104 -1.045
C -4.959 5.662 -1.044 0.2362 -0.0027 -0.2678 -0.229
O -4.650 4.340 -1.461 0.2096 -0.1064 -0.1978 -0.512
H -5.955 6.174 -2.889 0.0520 0.0458 0.1562 0.268
H -5.393 7.576 -1.947 0.0446 -0.0290 -0.0876 0.334
H -4.243 6.576 -2.865 -0.0145 0.0847 0.1111 0.321
H -5.874 5.626 -0.446 0.1600 -0.1931 -0.0717 0.280
H -4.146 6.028 -0.409 -0.1074 0.1723 0.0936 0.270
H -3.831 4.382 -1.985 -0.4150 -0.0915 0.3016 0.276
C 5.096 -0.637 -3.663 0.1425 0.1198 0.1763 -0.962
C 3.939 -1.596 -3.857 0.1677 0.1606 -0.1506 -0.171
O 2.951 -1.002 -4.685 -0.1421 0.0894 -0.4196 -0.499
H 4.750 0.297 -3.209 -0.0091 -0.1847 0.0305 0.213
H 5.865 -1.079 -3.023 0.0062 0.0665 -0.0662 0.256
H 5.547 -0.375 -4.626 0.0555 -0.1135 0.0390 0.415
H 3.478 -1.838 -2.895 -0.0929 0.0787 -0.2159 0.194
H 4.275 -2.527 -4.323 0.1074 -0.1020 0.1639 0.294
H 3.369 -0.798 -5.540 -0.2565 -0.1057 0.4831 0.287
```
Forces are in eV/Å.

[2]
Below is a molecular structure, C6H7O3S4 in a non-equilibrium geometry, with properties calculated with ωB97M-V/def2-TZVPD.

M (g/mol): 255.4
Total charge: -1
Relative energy (zero: lowest compared OMol25 entry of this formula, charge and spin) (eV): 0.236
HOMO (spin up / spin down) (eV): -2.159 / -4.971
Spin multiplicity: 3

Structure (XYZ):
```
20
Properties=species:S:1:pos:R:3:forces:R:3:lowdin_spin:R:1
C -1.167 -0.989 0.416 -2.6782 -4.4892 -4.3796 0.233
C 0.329 -0.581 -1.481 3.3422 2.8327 -2.5905 0.437
C -0.692 -1.224 -0.924 -4.3985 -2.5066 5.1525 0.258
C -0.958 0.122 1.136 1.5066 2.5664 1.4461 0.385
C 1.174 0.342 -0.756 -1.3950 0.0606 3.4379 0.084
C 0.042 1.048 0.624 3.4797 -1.5488 -0.0846 0.106
O 2.090 0.202 2.178 -0.2391 0.4045 -0.3510 0.009
O 2.301 2.370 0.919 -1.5797 -1.6399 2.2831 0.015
O 0.917 2.129 3.001 -0.9374 1.2143 1.0934 0.008
S -1.471 -2.638 -1.692 0.4065 0.2730 -0.6942 0.073
S -1.715 0.416 2.662 0.7071 0.2948 -0.0047 0.207
S -0.467 2.565 0.093 -1.5328 2.2952 -1.2586 0.064
S 1.438 1.468 1.843 3.0652 -0.6932 -2.8909 0.019
H -2.052 -1.642 0.733 1.4113 0.7738 -0.4276 0.010
H 0.553 -0.843 -2.483 0.2406 0.1475 -1.1010 0.030
H 1.751 -0.292 -0.054 0.2487 0.5341 -0.1150 0.034
H 1.784 1.225 -1.083 -0.9325 -1.2140 -0.3062 0.003
H -1.363 -2.229 -3.000 -0.0401 -0.0976 0.7630 0.011
H -0.699 1.307 2.980 -0.7401 -0.1830 0.3931 0.010
H 0.853 2.885 0.203 0.0655 0.9756 -0.3651 0.003
```
Forces are in eV/Å.

Number 1: energy -1451.84401 Eh. Number 2: energy -2051.19167 Eh.